{"formula": "C7H10", "method": "ωB97M-V/def2-TZVPD", "total_charge": 0, "smiles": "C#C[C@@H]1[C@H](C)[C@@H]1C", "spin_multiplicity": 1, "total_energy_ev": -7418.68215, "homo_ev": -9.3, "homo_lumo_gap_ev": 10.38, "e_above_lowest_kcal_mol": 54.3, "largest_force_ha_per_bohr": 0.0097, "elements": ["C", "C", "C", "C", "C", "C", "C", "H", "H", "H", "H", "H", "H", "H", "H", "H", "H"], "positions_angstrom": [[-1.278690, -1.235381, 0.054642], [-0.302134, -0.697842, -0.965190], [0.080823, 0.751831, -0.968774], [-0.476799, 1.734702, 0.036044], [1.107960, -0.292992, -0.565212], [1.521446, -0.428876, 0.812263], [1.852483, -0.555571, 1.965322], [-2.304039, -0.962214, -0.220011], [-1.223256, -2.327164, 0.118977], [-1.075924, -0.836414, 1.052447], [-0.372245, -1.169354, -1.944303], [0.261243, 1.173251, -1.955911], [-0.017778, 2.718404, -0.106393], [-1.561600, 1.848720, -0.073614], [-0.266491, 1.422156, 1.063481], [1.900094, -0.475167, -1.286525], [2.154909, -0.668090, 2.982753]], "atomic_forces_ev_per_a": [[0.01, 0.01, 0.05], [-0.10, -0.07, -0.06], [-0.05, 0.14, -0.07], [0.00, 0.01, 0.05], [0.17, -0.06, 0.03], [0.12, -0.03, 0.46], [-0.13, 0.07, -0.48], [0.13, -0.06, 0.04], [0.01, 0.15, -0.02], [-0.04, -0.06, -0.14], [0.04, 0.10, 0.16], [-0.02, -0.06, 0.16], [-0.07, -0.13, 0.04], [0.16, -0.01, -0.01], [-0.07, 0.03, -0.15], [-0.13, -0.06, 0.12], [-0.05, 0.02, -0.17]], "lowdin_charge": [-0.064, -0.262, -0.262, -0.062, -0.227, -0.124, 0.120, 0.080, 0.080, 0.071, 0.133, 0.132, 0.078, 0.080, 0.069, 0.136, 0.024]}